No. 1
{
  "formula": "C13H27BBrCa2ClF4N2NaO11P2S",
  "method": "ωB97M-V/def2-TZVPD",
  "symbols": ["C", "C", "C", "C", "C", "C", "O", "S", "O", "O", "P", "N", "O", "C", "C", "H", "H", "H", "H", "H", "H", "H", "H", "H", "H", "H", "H", "Cl", "Ca", "C", "O", "H", "H", "H", "B", "F", "F", "F", "F", "O", "C", "O", "C", "C", "C", "H", "H", "H", "H", "H", "H", "H", "H", "Ca", "Br", "O", "P", "O", "O", "O", "N", "H", "H", "H", "H", "Na"],
  "coordinates": [[4.31187, -1.46514, 0.34894], [3.20534, -0.45211, 0.18498], [2.68134, -0.14396, -1.05840], [1.68354, 0.80588, -1.18294], [1.17178, 1.43492, -0.05670], [0.06863, 2.44400, -0.13249], [-1.26531, 1.85309, -0.32863], [-1.68099, 0.71534, 0.69288], [-1.33858, 1.09084, 2.02250], [-3.39838, 0.89490, 0.69593], [-4.19905, 0.02626, -0.37484], [-5.57469, -0.47077, 0.60306], [-4.83133, 1.15420, -1.39800], [1.71369, 1.11246, 1.18100], [2.71517, 0.17435, 1.32767], [4.48550, -2.00976, -0.57197], [5.19712, -0.86966, 0.58017], [4.13508, -2.10217, 1.21010], [3.08198, -0.63931, -1.93419], [1.27243, 1.08450, -2.14432], [0.23631, 3.11576, -0.96771], [0.05036, 3.06857, 0.75711], [-5.43107, -1.44410, 0.84043], [-6.37260, -0.37880, -0.01796], [-4.91257, 0.70797, -2.25119], [1.30286, 1.60440, 2.05314], [3.09117, -0.06458, 2.31201], [5.97963, -2.20941, -2.39980], [-7.15417, 1.32228, 0.54533], [-5.98562, 0.21535, 3.82613], [-7.08947, 0.37573, 3.05075], [-5.69465, 1.09532, 4.47238], [-6.03160, -0.61308, 4.56367], [-5.03977, 0.00087, 3.27952], [-1.43307, 4.43123, 2.92017], [-1.77403, 4.36078, 1.57165], [-1.50378, 5.74285, 3.36266], [-2.38703, 3.62675, 3.69719], [-0.16013, 3.92347, 3.11000], [3.46411, -3.20359, -4.36608], [3.72672, -4.24279, -4.88758], [3.35796, -5.40091, -4.28046], [3.44643, -6.67260, -4.91344], [4.81859, -7.29257, -4.73968], [4.54541, -4.30628, -6.15752], [3.15220, -6.60852, -5.96293], [2.70061, -7.29439, -4.41889], [5.59246, -6.69112, -5.21602], [4.84386, -8.29377, -5.17305], [5.06796, -7.35988, -3.68114], [5.60221, -4.31009, -5.89334], [4.32932, -3.41546, -6.74083], [4.32081, -5.16402, -6.78884], [6.86138, -0.13684, -0.09423], [-9.34502, -0.54276, 1.22818], [2.86698, 5.02998, 2.09243], [2.36299, 6.36048, 1.53741], [1.94628, 7.25513, 2.69627], [1.17682, 6.12932, 0.60619], [3.47154, 7.02941, 0.72739], [-4.33400, 2.96515, 5.31806], [-4.82004, 2.13397, 4.96640], [-3.59602, 3.25722, 4.62573], [-4.99790, 3.72512, 5.44158], [-3.88744, 2.75046, 6.20605], [-9.80014, 0.78013, 3.47813]],
  "forces_ev_per_a": [[-0.8265, 0.4640, -0.2732], [0.1018, -0.4411, 0.6732], [0.2514, -0.0109, -0.3975], [-0.3657, 0.2307, 0.0830], [0.1347, -0.3664, 0.0679], [0.6523, 0.7404, 0.3940], [-0.6320, -0.1059, -0.1064], [0.9826, -0.7968, -0.1516], [0.0283, 0.2002, 0.5129], [-0.8148, 0.9869, -0.1776], [1.8371, -1.9258, -0.7206], [0.4362, 1.6039, -0.9048], [-1.1000, 0.1810, 0.9263], [-0.3750, 0.2605, 0.6887], [-0.2812, 0.2540, -0.6561], [0.1638, -0.2573, 0.0878], [-0.6703, -0.6607, 0.7618], [0.1290, -0.1406, 0.0252], [0.0120, -0.0521, -0.0537], [0.1013, -0.1544, -0.1812], [-0.4146, -0.0616, -0.2343], [-0.1866, -0.0427, 0.1090], [-0.4116, -0.0364, 0.2519], [0.2841, -2.2614, -0.5238], [0.0306, 0.2369, -0.1682], [0.0530, 0.1077, 0.0657], [0.1102, -0.0300, 0.0510], [0.6955, 0.8100, 0.7121], [-0.8645, 0.5549, 2.4482], [0.8118, -0.3271, 0.1477], [-0.3668, 1.0948, -0.4361], [-0.5345, -0.1937, -0.2072], [-0.3537, 0.0900, -0.0794], [-0.2465, 0.1558, -0.1641], [1.1293, 0.9181, -0.6863], [-0.5399, -0.3745, 0.0404], [-0.4908, -0.1048, 0.3608], [-0.6634, -0.3792, 0.4272], [-0.2093, -0.4653, 0.2629], [-0.3752, 0.0321, 0.0545], [0.4334, 0.0507, -0.0784], [-0.3033, 0.0293, 0.1097], [0.1695, -0.1141, -0.0268], [0.0948, 0.0619, -0.0276], [-0.3143, -0.1198, -0.2926], [0.0541, 0.0289, -0.0158], [-0.0436, 0.0890, 0.0620], [-0.0170, -0.0179, -0.0550], [-0.0137, -0.0058, 0.0069], [-0.0492, -0.0272, 0.0137], [-0.0032, 0.0036, 0.0351], [0.0963, 0.1239, 0.1421], [0.1355, -0.0896, 0.0826], [0.7872, -0.2723, -1.5659], [-0.0410, 0.2447, -0.8415], [0.1243, -0.1647, -0.5757], [-0.0064, -0.1921, -0.1223], [-0.0820, 0.5074, -0.3187], [-0.2920, -0.3111, 0.3924], [0.3861, 0.0692, 0.5108], [0.1737, 0.2827, 0.1609], [-0.0682, -0.0935, -0.0887], [0.6634, 0.2631, -0.4307], [0.0223, 0.0138, -0.0122], [0.0634, 0.0460, -0.0222], [0.8079, -0.1394, -0.0719]],
  "orbital_gap_ev": 0.914,
  "charge": -1,
  "mol_weight_da": 786.68
}

=====

No. 2
{
  "formula": "C13H27BClN3O2PS",
  "method": "ωB97M-V/def2-TZVPD",
  "symbols": ["C", "C", "C", "O", "C", "B", "N", "O", "C", "P", "S", "N", "C", "C", "C", "C", "Cl", "H", "H", "H", "H", "H", "H", "H", "H", "H", "H", "H", "H", "H", "H", "H", "H", "H", "H", "H", "H", "C", "C", "C", "C", "N", "H", "H", "H", "H", "H", "H", "H"],
  "coordinates": [[-0.46601, 1.74279, 0.10293], [-1.07362, 0.55781, -0.08560], [-0.31183, -0.68298, 0.36931], [-0.52673, -0.81308, 1.77454], [-1.34021, -1.89335, 2.14190], [-1.63879, -1.83659, 3.73244], [-0.67721, -2.25258, 4.76364], [-2.87761, -1.33346, 4.13501], [-0.57862, -3.18636, 1.66896], [-1.04950, -4.78850, 2.46115], [-0.06683, -6.19814, 1.50277], [-0.75675, -3.24518, 0.19708], [-0.62236, -1.91969, -0.51565], [0.47308, -2.10621, -1.59765], [0.58671, -0.91766, -2.55723], [2.05564, -0.84643, -3.10341], [-0.48935, -1.15934, -3.98874], [-1.03263, 2.64109, 0.34812], [0.61403, 1.86678, 0.05381], [-2.03956, 0.50100, -0.57942], [0.74891, -0.43265, 0.24554], [-2.31901, -1.90876, 1.62611], [-0.65061, -1.52100, 5.47274], [-1.11341, -3.03031, 5.25613], [-3.60400, -1.74919, 3.66000], [0.47995, -2.99569, 1.85878], [-2.43675, -5.03329, 2.32617], [-0.63400, -4.75675, 3.80512], [-1.68797, -3.61642, 0.00281], [-0.10788, -3.93731, -0.19831], [-1.54708, -1.73573, -1.06679], [1.42451, -2.39704, -1.14448], [0.14298, -2.96968, -2.19203], [0.39039, 0.04278, -2.09111], [2.09060, -0.85010, -4.18830], [2.52688, 0.06214, -2.71997], [2.66280, -1.67641, -2.73760], [2.43560, 4.55054, -1.36453], [1.64315, 5.48892, -2.26705], [0.56892, 6.28024, -1.51502], [-0.46763, 5.41638, -0.94998], [-1.28588, 4.74191, -0.50980], [1.79172, 3.79002, -0.91905], [3.20908, 4.03766, -1.93673], [2.92332, 5.09986, -0.55755], [1.18426, 4.91659, -3.07555], [2.33006, 6.19799, -2.73107], [0.09505, 6.98818, -2.19688], [1.02421, 6.86720, -0.71553]],
  "forces_ev_per_a": [[-0.7321, -0.1049, 0.1340], [1.1837, 0.2485, -0.0875], [-0.0099, 0.6626, -1.1214], [-0.2651, -0.1145, 0.1113], [0.1757, -1.6537, -0.0482], [-0.7162, 0.8443, 0.7670], [-0.1637, 0.2611, -0.6685], [1.0113, -1.1315, -0.1872], [-0.9687, 1.5119, 1.1870], [1.6449, -1.9316, -1.2991], [-0.3340, 0.4224, -0.0004], [-0.2170, -0.4840, -0.0492], [0.7818, 0.6411, -0.7954], [-1.2806, -0.3322, 0.1566], [1.9224, -0.5037, -0.8180], [-0.2209, 0.1377, 0.5501], [-0.2986, 0.2038, 0.6655], [0.0690, -0.0134, -1.1308], [0.0382, -0.3704, 0.9445], [-0.4953, -0.1390, 0.9892], [0.0042, -0.2344, 0.2397], [0.0857, 0.3136, -0.0979], [0.1705, -0.0119, 0.0883], [0.1169, -0.0450, 0.1825], [-0.3049, 0.6574, -0.3165], [-0.0316, -0.3481, 0.2159], [0.0092, 0.7527, 0.4796], [-0.5943, 0.6012, -0.0520], [-0.0059, -0.0636, -0.0881], [0.0143, -0.1306, 0.1064], [-0.1646, -0.2062, 0.3183], [0.0260, 0.4099, 0.1274], [0.2563, 0.0787, -0.0652], [-0.5616, -0.1233, -0.0910], [-0.0242, 0.1155, 0.0285], [0.0063, -0.0185, -0.2001], [-0.1173, -0.0634, -0.1315], [0.0041, -0.0041, -0.0616], [0.1844, -0.2007, 0.0592], [0.1222, 0.0842, -0.2782], [-0.0357, 0.1422, 0.0680], [0.0542, 0.0679, -0.0497], [-0.0304, 0.0295, 0.0348], [0.0108, 0.0047, 0.0290], [-0.0058, -0.0230, 0.0138], [-0.0593, 0.0691, -0.0052], [-0.0818, 0.0632, -0.0061], [-0.1065, -0.0139, 0.0707], [-0.0661, -0.0575, 0.0817]],
  "orbital_gap_ev": 9.225,
  "charge": 1,
  "mol_weight_da": 366.68
}

=====

No. 3
{
  "formula": "C13H27BF3N3O4",
  "method": "ωB97M-V/def2-TZVPD",
  "symbols": ["H", "N", "C", "C", "C", "O", "C", "C", "C", "O", "C", "F", "F", "F", "C", "N", "C", "C", "O", "C", "B", "O", "N", "C", "C", "H", "H", "H", "H", "H", "H", "H", "H", "H", "H", "H", "H", "H", "H", "H", "H", "H", "H", "H", "H", "H", "H", "H", "H", "H", "H"],
  "coordinates": [[-0.45333, 3.21300, 4.86422], [-1.43661, 3.03279, 5.11940], [-2.00013, 2.73145, 3.96821], [-1.11604, 2.72532, 2.64242], [-0.10865, 1.46305, 2.57572], [0.17613, 1.26989, 1.18371], [0.94351, 0.07187, 0.93891], [2.48897, 0.47721, 1.22112], [3.47907, -0.75907, 1.34071], [4.72175, -0.23670, 1.90869], [3.00979, -1.91510, 2.31572], [2.45146, -1.39364, 3.49561], [4.08012, -2.78878, 2.59647], [2.03607, -2.74266, 1.70910], [0.76013, -0.51107, -0.54935], [-0.18265, -1.62982, -0.65057], [-1.35316, -1.60352, 0.24118], [-1.13948, -2.69258, 1.42892], [0.64413, 0.51128, -1.55465], [-0.70271, 0.97149, -1.76258], [-1.41755, 0.35415, -3.11019], [-2.77134, -0.17656, -2.97433], [-0.70053, 0.29132, -4.42036], [-1.57775, 1.02333, -5.39277], [-0.63230, -1.17786, -4.74623], [-3.10401, 2.48061, 3.87327], [-0.54013, 3.70701, 2.51970], [-1.83672, 2.70416, 1.75002], [-0.58831, 0.54126, 3.06274], [0.81350, 1.79361, 3.17346], [0.67761, -0.66968, 1.75265], [2.83496, 1.08169, 0.30990], [2.59504, 1.16060, 2.11747], [3.77784, -1.15835, 0.31317], [4.59224, -0.19904, 2.88337], [1.79008, -0.98005, -0.76413], [-0.36706, -1.93455, -1.60530], [-1.67937, -0.59663, 0.63633], [-2.24546, -2.01455, -0.35307], [-0.43687, -3.48944, 1.00332], [-0.69954, -2.22801, 2.36613], [-2.12653, -3.23215, 1.61744], [-1.39950, 0.88797, -0.87452], [-0.62578, 2.10100, -1.98219], [-3.38796, 0.54589, -2.73230], [-2.04147, 0.28051, -6.11267], [-0.93048, 1.75076, -5.97507], [-2.42478, 1.58368, -4.86515], [-1.67111, -1.64142, -4.82428], [-0.11810, -1.25971, -5.75670], [-0.05698, -1.72398, -3.92265]],
  "forces_ev_per_a": [[-0.2423, 0.0872, 0.5273], [-1.4119, -0.8440, -2.9410], [1.9791, 0.6625, 0.8256], [-1.0115, -0.2169, -0.4216], [-0.8286, 1.4067, 0.4510], [-0.0796, -0.8464, 0.5089], [1.1342, 0.4005, 0.9940], [-0.5010, -0.5068, -1.4596], [0.7674, 0.9835, 0.6217], [-1.0204, -0.6455, 0.3816], [-0.3962, -1.4298, -0.9697], [1.3224, -1.2208, -1.9718], [-2.2384, 1.9681, 0.0387], [1.6336, 1.7191, 1.3213], [1.7059, -0.9416, 0.0443], [-0.0884, 1.7604, 0.8241], [-1.3016, -2.0704, 0.2459], [-0.2381, -0.0149, -0.9111], [-0.5670, -0.5056, 1.0295], [-1.2109, 1.2965, -0.8413], [-0.2665, -0.4000, 0.8957], [1.2404, 1.7182, -0.6084], [-1.5827, -0.8453, 1.0091], [0.0870, 0.0090, -0.5888], [0.0838, -0.0119, -0.4269], [1.4396, 0.2998, 0.3678], [-0.6949, -1.3931, 0.4382], [1.1308, -0.2601, 1.1177], [0.6946, 1.1470, -0.7377], [-1.0639, -0.8438, -0.7826], [0.0378, 0.4684, -1.2708], [-0.3887, -0.8187, 1.3031], [-0.2603, -1.0831, -0.9017], [-0.6678, 0.1772, 1.5956], [0.2178, 0.1365, -0.9050], [-1.3546, 0.8697, 0.0694], [0.0807, 0.3317, 0.4467], [0.6899, -0.9671, -0.4489], [1.1899, 0.7786, 0.7222], [-0.8373, 1.2309, 0.7696], [-0.6278, -0.7807, -1.0547], [1.2379, 0.9205, 0.1787], [1.1107, -0.0280, -0.7516], [0.0000, -1.3847, 0.4045], [0.4238, -0.8513, 0.2094], [0.3149, 0.9798, 0.7224], [-0.9480, -0.7471, 0.6343], [1.1299, -0.6064, -0.8346], [1.1780, 0.4584, 0.0542], [-0.4539, -0.2599, 1.3689], [-0.5475, 0.7135, -1.2935]],
  "orbital_gap_ev": 9.266,
  "mol_weight_da": 357.18,
  "smiles": "[H]/N=C\\CCO[C@H](C[C@@H](O)C(F)(F)F)[C@@H](NCC)OCB(O)N(C)C"
}

=====

No. 4
{
  "formula": "C13H27BNO4",
  "method": "ωB97M-V/def2-TZVPD",
  "symbols": ["C", "C", "C", "C", "C", "C", "C", "O", "C", "C", "O", "B", "C", "O", "H", "H", "H", "H", "H", "H", "H", "H", "H", "H", "H", "H", "H", "H", "H", "H", "H", "H", "H", "H", "C", "O", "N", "C", "C", "H", "H", "H", "H", "H", "H", "H"],
  "coordinates": [[-1.80974, 1.86250, 1.12266], [-1.38544, 0.80250, 0.10129], [0.02001, 0.18136, 0.30017], [1.07911, 1.28687, 0.00459], [2.31973, 1.31284, 0.89065], [3.41032, 2.24582, 0.31844], [4.75308, 1.99555, 0.99154], [5.42162, 0.89759, 0.34573], [5.43225, -0.27120, 1.03347], [5.01888, -1.45807, 0.20572], [5.76208, -0.36171, 2.20160], [0.17556, -0.42557, 1.71089], [0.14733, -2.02345, 1.89191], [0.34829, 0.29881, 2.94148], [-2.05551, 1.42361, 2.08837], [-2.68604, 2.42554, 0.77726], [-1.02466, 2.59550, 1.31367], [-1.38399, 1.27645, -0.89087], [-2.14845, 0.02440, 0.05861], [1.45092, 1.08152, -1.00837], [0.65993, 2.30318, -0.03589], [2.05454, 1.71214, 1.86865], [2.77342, 0.32250, 0.96770], [3.11590, 3.28714, 0.41333], [3.52362, 1.96163, -0.72766], [5.39773, 2.86788, 0.89430], [4.60956, 1.79712, 2.05036], [5.87567, -1.85148, -0.33754], [4.26119, -1.18440, -0.52192], [4.62284, -2.22616, 0.85932], [0.09464, -2.35916, 2.93146], [1.05225, -2.42150, 1.42983], [-0.68244, -2.41999, 1.30603], [1.23962, 0.21858, 3.28345], [-5.19789, -0.70095, -1.25783], [-4.24469, -0.56655, -0.52879], [-5.15072, -1.35716, -2.43971], [-6.30501, -1.49793, -3.29595], [-3.87648, -1.93213, -2.84470], [-6.19783, -0.28893, -1.02501], [-6.54263, -2.55432, -3.44776], [-6.11738, -1.03828, -4.26994], [-7.16422, -1.00940, -2.83995], [-3.53792, -2.65703, -2.10439], [-3.11681, -1.15358, -2.91703], [-3.99226, -2.42209, -3.80915]],
  "forces_ev_per_a": [[-0.1844, 0.2324, 0.0260], [0.5917, -0.6883, -0.5303], [0.1263, 1.0494, 1.1145], [-0.2678, -0.8211, -0.0887], [0.2566, 1.1973, -0.4779], [-0.0545, -1.2001, 0.2309], [-0.0723, 1.0052, -0.0650], [-0.3905, -0.6034, 0.2023], [0.3907, -0.2023, 0.9859], [0.0005, 0.1244, -0.1662], [-0.4410, 0.2892, -1.0411], [-0.3508, -0.6028, -0.6402], [-0.0730, 0.3532, 0.2664], [0.3852, 0.4105, -0.3928], [-0.0074, -0.1400, 0.0729], [-0.1158, -0.0169, -0.0083], [0.1694, 0.0089, -0.0422], [-0.2189, 0.0562, -0.1298], [0.0070, 0.1016, 0.0571], [0.0425, 0.2167, -0.1958], [0.0068, 0.1785, 0.1205], [0.0374, -0.3461, 0.2640], [-0.2341, -0.2875, 0.2245], [-0.0034, 0.1743, -0.0899], [0.0601, 0.4462, -0.2566], [0.2091, -0.0333, -0.0105], [0.1991, -0.1840, 0.1273], [0.1328, -0.0389, -0.0050], [-0.0620, 0.1104, -0.0415], [0.0795, -0.0897, 0.1114], [-0.0879, -0.1597, 0.0540], [0.0854, -0.0872, -0.0341], [-0.1044, -0.1193, -0.0570], [0.1293, -0.2599, 0.4137], [0.0159, 0.0644, -0.0153], [-0.2335, -0.0646, 0.1578], [-0.1424, -0.0842, -0.1853], [0.2493, -0.0493, 0.0310], [-0.0184, 0.0913, 0.0999], [-0.0129, -0.0226, -0.0339], [-0.0732, 0.0181, -0.0455], [-0.0811, -0.0136, -0.0272], [-0.0042, 0.0159, 0.0256], [0.0567, 0.0054, -0.0146], [0.0483, -0.0385, 0.0251], [-0.0457, 0.0034, -0.0160]],
  "orbital_gap_ev": 3.571,
  "charge": -1,
  "mol_weight_da": 272.17
}

=====

> Number 4 is which compound?

C13H27BNO4